A structure of composition C40H57AsGeN7O8PbSSi3 in a non-equilibrium geometry, computed with the ωB97M-V functional and the def2-TZVPD basis.

Structure (XYZ):
```
119
Properties=species:S:1:pos:R:3
Pb -0.2442 1.4095 -0.6321
C -1.7989 -2.6489 -3.0039
C -1.2964 -1.7382 -2.0357
N -1.8176 -0.5298 -1.8271
C -2.8230 -0.0837 -2.5939
C -3.4571 -0.9699 -3.5450
C -2.8868 -2.2440 -3.7696
C -4.6125 -0.4804 -4.2468
C -5.0704 0.8112 -4.0814
C -4.4626 1.6961 -3.1388
C -4.9488 2.9902 -2.9014
C -4.2743 3.8753 -2.0815
C -3.1529 3.3781 -1.3884
N -2.6200 2.1936 -1.6652
C -3.2644 1.2904 -2.4458
H -1.3645 -3.6453 -3.1616
H -0.4442 -2.0527 -1.3948
H -3.2922 -2.9104 -4.5084
H -5.1125 -1.1612 -4.9358
H -5.8935 1.1630 -4.7007
H -5.9126 3.2697 -3.3276
H -4.6518 4.8915 -1.9128
H -2.6424 3.9796 -0.6276
C -2.0713 -1.8342 2.0763
O -1.3509 -0.7373 2.6968
C -0.1006 -0.4907 2.3289
O 0.3980 -1.1273 1.3478
N 0.4244 0.5169 3.0718
N 1.7728 0.8738 2.9154
H -1.9766 -2.7474 2.6825
H -1.6947 -1.9637 1.0618
H -3.1162 -1.5129 2.0150
H -0.2863 1.2086 3.4048
H 2.1800 1.0893 3.8376
H 1.8511 1.6601 2.2815
N 6.2348 5.3901 0.9246
C 5.2231 4.8273 0.7652
C 3.9995 4.1520 0.5418
C 4.0255 2.7806 0.3179
C 2.8434 2.0780 0.1935
C 1.6195 2.7679 0.1438
C 1.5976 4.1374 0.3768
C 2.7856 4.8375 0.5347
H 4.9968 2.2697 0.2704
H 2.8530 0.9851 0.1938
H 0.6466 4.6568 0.4469
H 2.8135 5.9370 0.6753
C -0.2098 4.9208 -3.0803
As 0.4268 3.4895 -4.2858
C 1.9585 4.0468 -5.2901
C -0.9910 2.8759 -5.5030
S 0.8359 1.6811 -3.1123
H 0.4330 5.7826 -3.2049
H -0.1369 4.6028 -2.0456
H -1.2206 5.2086 -3.3238
H 1.8561 5.0734 -5.5956
H 2.0358 3.3917 -6.1590
H 2.8165 3.8730 -4.6376
H -1.5710 3.7295 -5.8180
H -1.5966 2.1691 -4.9539
H -0.5441 2.3850 -6.3658
C 0.5540 -4.9399 3.0634
Si 1.1591 -4.6838 1.3229
C 2.4407 -5.9235 0.8696
C -0.2319 -4.6997 0.0523
Ge 2.1989 -2.4632 1.2329
Si 3.5395 -2.4712 -0.8979
C 4.5661 -0.9003 -1.0226
C 2.2962 -2.7026 -2.3042
C 4.7435 -3.8691 -0.7641
Si 3.7104 -2.2084 3.1657
C 2.6181 -1.8759 4.6369
C 4.6255 -3.8374 3.2704
C 4.9048 -0.8071 2.7939
H 0.1035 -5.9551 3.1416
H -0.2172 -4.2153 3.3208
H 1.3538 -4.8933 3.8100
H 2.1795 -6.8887 1.3408
H 3.3874 -5.6237 1.3411
H 2.5799 -6.0536 -0.2016
H -0.7558 -5.6833 0.1319
H 0.1750 -4.7364 -0.9716
H -0.9338 -3.8742 0.1317
H 3.9207 -0.0642 -1.3779
H 5.3403 -1.0423 -1.8324
H 5.1308 -0.6242 -0.1036
H 1.5945 -1.8694 -2.3475
H 1.7092 -3.6241 -2.1932
H 2.8277 -2.7740 -3.2439
H 5.1430 -3.9740 0.2607
H 5.5753 -3.6621 -1.4791
H 4.2989 -4.8402 -0.9783
H 1.5949 -1.6611 4.3214
H 2.9242 -1.0028 5.2143
H 2.5801 -2.7833 5.3173
H 4.0078 -4.6902 3.6009
H 5.4636 -3.6557 3.9891
H 5.1240 -4.1036 2.3341
H 4.5931 -0.1382 1.9902
H 5.8803 -1.2375 2.5654
H 5.0521 -0.1899 3.7073
O -1.2781 2.7723 3.3958
C -1.8727 2.6076 2.3048
O -1.4454 2.8137 1.1254
C -3.2492 1.9901 2.4165
C -3.7664 1.2137 1.3734
C -5.0168 0.6328 1.5461
C -5.7803 0.7495 2.6562
C -5.2996 1.6127 3.6092
C -4.0073 2.1859 3.5462
N -6.1480 1.9634 4.7109
O -5.6672 2.6450 5.6345
O -7.3307 1.5942 4.6552
N -5.5247 -0.1727 0.4502
O -6.7009 -0.5759 0.5245
O -4.7580 -0.4422 -0.4906
H -3.2224 1.0770 0.4281
H -6.7630 0.3001 2.7238
H -3.6446 2.8067 4.3775
```

Properties
- E_tot (a.u.) = -8315.202107
- spin multiplicity = 2
- charge = +2
- ⟨S²⟩ = 0.767
- lowest unoccupied orbital energy (alpha / beta) (eV) = -5.50 / -7.69

Results of the Mulliken charge analysis, in e, for atoms 1 through 99: atom 1 (Pb): 1.388, atom 2 (C): -1.066, atom 3 (C): -0.435, atom 4 (N): 0.814, atom 5 (C): -0.867, atom 6 (C): 1.337, atom 7 (C): -1.125, atom 8 (C): -0.973, atom 9 (C): -1.106, atom 10 (C): 1.244, atom 11 (C): -0.886, atom 12 (C): -1.133, atom 13 (C): -0.681, atom 14 (N): 1.045, atom 15 (C): -0.237, atom 16 (H): 0.478, atom 17 (H): 0.508, atom 18 (H): 0.515, atom 19 (H): 0.428, atom 20 (H): 0.486, atom 21 (H): 0.485, atom 22 (H): 0.530, atom 23 (H): 0.452, atom 24 (C): -0.368, atom 25 (O): -0.437, atom 26 (C): -0.273, atom 27 (O): -0.451, atom 28 (N): 0.174, atom 29 (N): -0.237, atom 30 (H): 0.340, atom 31 (H): 0.039, atom 32 (H): 0.170, atom 33 (H): 0.239, atom 34 (H): 0.298, atom 35 (H): 0.019, atom 36 (N): -0.451, atom 37 (C): -0.391, atom 38 (C): 0.377, atom 39 (C): -0.627, atom 40 (C): 0.345, atom 41 (C): -0.768, atom 42 (C): -0.193, atom 43 (C): -0.675, atom 44 (H): 0.492, atom 45 (H): 0.557, atom 46 (H): 0.680, atom 47 (H): 0.482, atom 48 (C): -0.681, atom 49 (As): 0.585, atom 50 (C): -1.066, atom 51 (C): -0.746, atom 52 (S): -0.418, atom 53 (H): 0.492, atom 54 (H): -0.134, atom 55 (H): 0.367, atom 56 (H): 0.455, atom 57 (H): 0.384, atom 58 (H): 0.372, atom 59 (H): 0.441, atom 60 (H): -0.013, atom 61 (H): 0.396, atom 62 (C): -0.944, atom 63 (Si): 0.427, atom 64 (C): -1.089, atom 65 (C): -0.753, atom 66 (Ge): 0.567, atom 67 (Si): 0.300, atom 68 (C): -0.809, atom 69 (C): -0.646, atom 70 (C): -0.910, atom 71 (Si): 0.936, atom 72 (C): -0.841, atom 73 (C): -1.106, atom 74 (C): -0.569, atom 75 (H): 0.440, atom 76 (H): 0.171, atom 77 (H): 0.269, atom 78 (H): 0.413, atom 79 (H): 0.316, atom 80 (H): 0.292, atom 81 (H): 0.538, atom 82 (H): 0.174, atom 83 (H): 0.025, atom 84 (H): 0.070, atom 85 (H): 0.531, atom 86 (H): 0.232, atom 87 (H): -0.137, atom 88 (H): 0.202, atom 89 (H): 0.604, atom 90 (H): 0.215, atom 91 (H): 0.417, atom 92 (H): 0.273, atom 93 (H): 0.030, atom 94 (H): 0.425, atom 95 (H): 0.384, atom 96 (H): 0.238, atom 97 (H): 0.395, atom 98 (H): 0.316, atom 99 (H): -0.367